Record 1
Density functional theory data (wB97M-V/def2-TZVPD) for C47H53Cl3N2O5SbSiY as an isolated structure.

```
113
Properties=species:S:1:pos:R:3:mulliken_charge:R:1
Sb -1.262 1.182 -2.173 0.812
Y -0.349 0.554 2.049 0.477
Cl -0.157 -1.250 3.847 -0.508
Cl 0.390 4.887 3.422 -0.385
Cl 0.826 2.460 5.587 -0.395
Si -0.224 2.912 3.801 0.292
O -3.543 4.333 4.052 -0.615
O -2.002 1.177 0.742 1.873
O -1.789 2.994 4.435 -0.191
O -2.290 3.283 1.412 -0.691
O -2.795 -0.025 3.001 -0.700
N 2.063 -0.114 1.876 0.708
N 0.007 -1.347 0.495 0.524
C 3.009 -2.293 2.148 -0.680
C 2.173 -1.394 1.513 -0.373
C -4.587 -0.215 4.426 -1.034
C 3.793 -1.866 3.218 0.538
C -3.843 2.013 3.617 0.051
C 0.237 -4.103 -3.722 -1.802
C 4.856 -4.158 3.344 -1.987
C -3.357 0.646 4.168 -0.316
C -1.204 0.177 -4.998 -0.589
C -3.967 5.302 -1.864 -0.835
C 0.666 2.605 -0.158 -1.459
C 0.093 2.212 -6.324 -0.607
C 2.852 0.312 2.864 -0.900
C -0.353 1.105 -7.035 -0.669
C 3.761 -3.112 5.334 -1.596
C 5.947 -2.221 4.471 -1.728
C 1.013 -4.365 -2.423 2.101
C -4.536 4.080 -2.194 -0.906
C -1.822 4.243 -1.751 -0.789
C 2.513 -4.342 -2.737 -1.833
C -3.942 1.689 2.085 0.039
C 0.401 3.553 -4.233 -1.231
C 0.616 1.712 -1.248 0.878
C -3.039 3.249 4.007 -0.155
C 0.631 -5.747 -1.871 -1.836
C -4.443 1.626 -2.673 -1.515
C -3.947 0.166 2.144 -0.251
C -0.103 2.325 -4.947 1.114
C 1.883 2.957 0.431 -1.088
C -0.914 -1.835 -0.336 -1.189
C 4.599 -2.836 4.072 2.006
C 3.017 1.489 -1.084 -0.387
C -2.382 3.007 -2.065 1.073
C -2.675 2.131 1.346 -0.807
C 1.822 0.170 -2.857 -1.549
C -5.107 -0.399 2.975 -0.993
C 0.654 -3.323 -1.371 0.893
C 1.814 1.137 -1.698 1.351
C 3.061 2.403 -0.045 -1.110
C -0.638 -2.820 -1.263 -0.695
C -2.602 5.385 -1.645 -0.942
C 3.720 -0.515 3.544 -1.326
C -0.767 1.287 -4.271 0.265
C 1.593 -2.844 -0.459 -0.746
C -3.765 2.924 -2.297 0.751
C -1.005 0.078 -6.371 -0.837
C 1.235 -1.877 0.463 0.394
H -0.232 3.097 0.191 0.513
H 0.369 -3.073 -4.064 0.368
H 1.125 4.090 -4.847 0.485
H 0.848 -6.520 -2.613 0.477
H -4.289 -1.167 4.863 0.391
H 2.616 -3.194 -0.476 0.688
H 1.194 -5.975 -0.963 0.356
H 0.602 -4.770 -4.506 0.457
H -1.431 -3.153 -1.919 0.442
H 6.504 -1.881 3.595 0.387
H 4.272 -3.840 5.969 0.437
H 0.879 3.299 -3.285 0.129
H -1.355 -0.794 -6.912 0.437
H -5.604 4.017 -2.371 0.387
H 1.893 3.687 1.232 0.639
H 2.992 -3.329 1.843 0.713
H 1.538 0.658 -3.793 0.090
H -4.123 1.284 -3.661 0.239
H 4.292 -0.101 4.363 0.302
H -5.525 1.750 -2.698 0.467
H 1.106 -0.641 -2.692 0.153
H -1.712 -0.632 -4.480 0.451
H 5.825 -1.376 5.151 0.347
H -4.815 2.151 1.624 0.681
H -6.031 0.148 2.782 0.339
H 4.014 2.679 0.392 0.406
H 2.777 -3.507 5.070 0.365
H -1.899 -1.394 -0.268 0.140
H -0.187 1.047 -8.104 0.370
H 3.940 1.050 -1.451 0.390
H -0.423 4.235 -4.008 0.264
H -2.613 0.687 4.955 0.689
H -4.843 2.227 3.990 0.797
H 6.551 -2.969 4.988 0.448
H -0.759 4.330 -1.578 0.510
H -0.434 -5.793 -1.632 0.346
H 3.112 -4.708 -1.901 0.368
H 3.607 -2.197 5.910 0.368
H 5.350 -3.999 2.381 0.427
H -2.144 6.329 -1.377 0.448
H 3.932 -4.715 3.173 0.350
H -0.831 -4.294 -3.607 0.393
H 0.609 3.010 -6.847 0.417
H 2.811 -0.274 -2.987 0.502
H -5.303 0.269 5.089 0.414
H 2.851 -3.334 -2.992 0.329
H -3.784 -0.319 1.189 0.582
H -4.590 6.183 -1.778 0.399
H 2.749 1.354 3.146 0.491
H -5.279 -1.447 2.738 0.377
H 2.717 -4.991 -3.590 0.468
H 5.504 -4.788 3.955 0.454
H -4.210 0.828 -1.963 0.222
```

HOMO energy = -7.84 eV
Spin multiplicity = 1
Relative energy (zero: lowest compared OMol25 entry of this formula, charge and spin) = 3.9 kcal/mol


Record 2
Density functional theory data (wB97M-V/def2-TZVPD) for C47H53CsIN7P as an isolated structure.

```
110
Properties=species:S:1:pos:R:3:mulliken_charge:R:1
Cs -0.371 -0.175 0.123 1.525
I -3.643 -3.946 1.406 0.011
P -0.616 2.052 -2.551 1.053
N 1.867 0.722 2.464 0.666
N 2.168 -0.537 2.089 -0.595
N -0.791 -3.261 1.497 -0.064
N -2.996 2.379 1.572 1.004
N -2.981 1.277 0.800 -0.236
N -0.307 -0.891 -2.840 0.309
N 0.002 2.648 1.804 -0.012
C -1.003 1.085 -4.048 0.336
C -2.426 1.539 -7.575 -1.691
C -1.145 -5.622 1.664 -0.415
C -3.060 3.354 -2.665 -1.457
C 1.911 -2.505 -2.230 -1.408
C -0.863 -0.332 -3.940 -0.921
C -1.235 -6.389 -1.545 -1.838
C -0.129 2.049 2.993 0.470
C -1.493 1.643 -5.228 0.251
C 1.076 -4.747 1.679 -0.802
C 0.287 -4.388 -1.853 -0.690
C -1.033 5.889 0.425 -0.692
C -1.045 2.385 4.021 -0.847
C -1.143 1.653 5.186 -1.004
C -4.532 1.065 2.428 -1.168
C -3.069 -1.825 -2.517 -1.513
C -3.230 6.875 -0.360 -1.649
C -2.414 5.784 0.279 0.619
C 1.147 2.623 -2.818 0.509
C -1.271 -1.088 -5.075 -0.826
C -1.876 -2.726 -2.377 1.912
C -1.760 -0.495 -6.216 -0.861
C -2.056 -4.064 -2.052 -0.805
C 1.549 2.812 -4.278 -1.820
C -0.851 3.636 1.392 -0.615
C 3.632 0.915 1.168 -0.936
C 2.727 1.614 1.932 -0.011
C -0.993 -4.927 -1.812 0.734
C -1.182 4.786 -3.575 -1.548
C -2.251 3.550 1.229 0.107
C -3.935 2.290 2.542 -0.304
C -0.566 -2.209 -2.525 -1.525
C -0.288 4.855 0.954 -0.880
C -1.885 0.893 -6.327 0.412
C -3.893 0.471 1.321 -0.406
C 0.220 -5.837 1.733 -0.418
C 0.773 1.004 3.346 0.316
C 0.527 -3.483 1.568 -0.072
C -0.489 -0.276 6.697 -1.590
C -0.320 0.557 5.455 0.662
C -1.580 -4.310 1.535 -0.088
C 0.664 0.274 4.514 -0.630
C 2.102 1.642 -2.136 -1.108
C -1.563 3.655 -2.621 2.662
C 3.225 -0.420 1.301 -0.367
C -2.995 4.598 0.692 0.041
C 0.515 -3.058 -2.188 0.989
H 2.591 2.665 2.109 0.382
H 4.448 1.310 0.589 0.460
H -4.292 6.758 -0.140 0.365
H 3.145 1.931 -2.300 0.543
H 2.153 -2.134 -3.229 0.323
H -1.348 4.026 -1.610 -2.159
H 1.207 3.583 -2.289 0.616
H -1.175 -2.168 -5.028 0.378
H 2.560 3.225 -4.347 0.519
H 0.437 -0.790 6.961 0.354
H -3.071 -4.445 -1.963 0.498
H -1.404 -6.942 -2.474 0.442
H -1.590 2.720 -5.297 -0.105
H 1.142 -5.023 -1.632 0.221
H -3.329 2.609 -1.913 0.231
H -1.750 5.683 -3.304 0.311
H 1.536 1.849 -4.793 0.286
H 3.641 -1.304 0.841 0.462
H 2.019 -1.642 -1.567 0.130
H -0.123 5.038 -3.508 0.392
H -3.639 4.262 -2.465 0.389
H -5.307 0.650 3.049 0.447
H 1.940 1.596 -1.055 -0.052
H -2.920 7.862 -0.011 0.470
H -1.834 1.284 -8.458 0.325
H 0.607 -6.844 1.822 0.415
H -1.407 4.568 -4.620 0.213
H 1.377 -0.525 4.683 0.357
H -0.781 0.340 7.550 0.375
H -3.935 -2.250 -2.006 0.486
H 2.640 -3.265 -1.941 0.408
H -1.691 3.241 3.874 0.642
H -0.380 -6.847 -1.043 0.324
H -4.055 -0.505 0.887 0.412
H -2.420 2.627 -7.480 0.359
H 0.787 4.956 1.045 0.463
H 1.958 0.637 -2.545 0.143
H 2.149 -4.869 1.727 0.439
H 0.869 3.471 -4.819 0.296
H -4.079 3.093 3.244 0.462
H -2.052 -1.124 -7.054 0.327
H 1.144 -2.592 1.553 0.492
H -3.118 6.863 -1.448 0.182
H -0.531 6.798 0.108 0.376
H -3.457 1.236 -7.782 0.318
H -4.064 4.451 0.570 0.297
H -2.848 -0.842 -2.094 0.129
H -3.337 -1.644 -3.561 0.308
H -1.851 -6.439 1.697 0.495
H -2.116 -6.541 -0.917 0.317
H -1.258 -1.044 6.571 0.262
H -3.360 2.970 -3.643 0.386
H -1.884 1.943 5.926 0.319
```

HOMO energy = -3.52 eV
Total charge = -1
Spin multiplicity = 1
Relative energy (zero: lowest compared OMol25 entry of this formula, charge and spin) = 0.0 kcal/mol


Record 3
Density functional theory data (wB97M-V/def2-TZVPD) for C47H54BiBrN12OPSe as an isolated structure in a non-equilibrium geometry.

```
118
Properties=species:S:1:pos:R:3:mulliken_charge:R:1
Bi 0.308 -0.167 -0.797 1.843
Br 2.598 -2.126 -0.843 -0.754
Se -1.909 1.164 -1.371 -0.946
P 2.141 2.118 -2.881 0.407
O -0.136 4.626 5.981 -0.194
N 0.434 6.025 7.574 -0.533
N 1.569 0.938 -2.073 -0.272
N -0.398 -1.773 -2.693 0.187
N -0.313 -2.083 1.746 -0.022
N -0.954 6.088 7.398 -0.522
N 1.641 1.091 1.501 0.322
N 2.865 2.442 2.692 0.893
N -1.313 -0.374 3.931 0.167
N 1.741 3.139 2.392 -0.630
N -1.806 -2.304 -0.432 -0.140
N -2.711 0.685 5.344 -0.948
N -2.949 1.057 4.058 0.978
C 2.232 4.752 6.387 0.048
C -2.147 -2.735 -3.989 -0.795
C 3.970 3.087 3.386 -1.106
C 1.107 2.578 -4.395 2.454
C 0.413 -1.859 -3.736 -0.264
C 2.343 3.699 -1.870 2.492
C -2.062 -2.849 3.173 -0.357
C 2.787 1.221 2.130 -0.648
C 0.868 5.170 6.717 0.553
C -1.719 -0.166 5.208 -0.524
C 3.876 1.583 -3.466 2.105
C -3.979 2.032 3.766 -1.026
C -2.488 -2.172 -1.560 0.669
C 0.533 -2.165 2.760 -0.140
C -1.662 -2.210 -2.801 0.371
C -4.952 4.111 4.791 -0.880
C -1.172 -2.938 4.232 -0.756
C 0.461 1.286 -4.915 -1.668
C -3.871 -2.026 -1.589 -0.704
C 4.586 4.701 6.773 -0.581
C -0.076 3.468 -3.984 -1.862
C 4.590 0.884 -2.292 -1.624
C -4.870 5.256 5.572 -0.605
C 3.694 0.489 -4.528 -1.878
C 1.037 2.280 1.698 -1.011
C 2.411 4.053 5.195 -0.432
C -4.548 -2.038 -0.385 -1.023
C 1.009 3.991 -1.155 -1.580
C 3.322 5.091 7.179 -0.935
C 2.766 4.951 -2.644 -1.901
C -1.584 -2.415 1.940 0.440
C -2.113 0.409 3.228 -0.439
C 0.153 -2.588 4.028 -0.779
C -2.455 -2.297 0.732 0.588
C 3.408 3.426 -0.796 -2.335
C -3.666 5.633 6.141 -0.878
C -3.838 -2.184 0.799 -0.742
C 1.863 3.275 -5.531 -2.135
C -1.241 5.244 6.466 0.533
C 4.768 4.017 5.578 -0.830
C -2.531 4.873 5.880 0.224
C -3.832 3.322 4.560 0.613
C -2.611 3.730 5.085 -0.351
C -1.302 -2.801 -5.087 -0.634
C 3.687 3.700 4.761 0.702
C 0.004 -2.368 -4.960 -0.686
C 4.803 2.665 -4.026 -1.990
H 4.364 3.235 -4.848 0.211
H 3.898 0.262 -1.724 0.088
H -4.947 1.582 3.999 0.448
H 5.707 2.181 -4.408 0.504
H -1.272 -0.656 6.060 0.548
H 0.701 -2.414 -5.785 0.446
H 3.574 0.485 2.176 0.350
H 5.080 1.591 -1.624 0.283
H 3.710 4.825 -3.180 0.259
H 3.259 2.449 -0.332 0.238
H 5.365 0.229 -2.700 0.528
H 1.180 0.554 -5.273 0.186
H 3.168 5.646 8.095 0.503
H 2.388 4.173 -5.199 0.267
H -0.754 3.531 -4.841 0.643
H -1.663 -3.196 -6.029 0.400
H 1.419 -1.502 -3.562 0.139
H 5.444 4.943 7.386 0.384
H -2.125 0.498 2.132 0.325
H 0.880 -2.645 4.828 0.370
H -3.166 -3.092 -4.046 0.408
H -5.759 5.847 5.753 0.384
H 0.225 4.487 -3.736 0.267
H -0.203 1.544 -5.747 0.604
H 0.068 2.516 1.296 0.665
H -5.621 -1.897 -0.360 0.364
H -3.589 6.508 6.772 0.501
H 4.341 3.870 2.719 0.307
H 3.330 4.195 -0.021 0.867
H -1.727 3.137 4.914 0.749
H -3.953 2.226 2.693 0.338
H -3.099 -3.129 3.304 0.339
H 3.278 0.858 -5.466 0.215
H -1.512 -3.279 5.202 0.465
H -4.352 -2.165 1.751 0.335
H 0.406 4.710 -1.709 0.392
H 2.008 5.273 -3.358 0.286
H 1.133 3.586 -6.285 0.538
H 4.766 2.348 3.485 0.447
H 2.901 5.767 -1.927 0.522
H 0.393 3.101 -1.018 -0.207
H -0.146 0.838 -4.128 0.157
H 1.214 4.422 -0.173 0.645
H 1.558 -1.886 2.531 0.520
H 5.771 3.742 5.268 0.416
H 4.674 0.056 -4.747 0.679
H 1.561 3.840 4.577 1.159
H 4.417 3.466 -1.206 0.177
H 5.121 3.365 -3.251 0.344
H 3.060 -0.306 -4.142 0.184
H -4.385 -1.840 -2.521 0.447
H 2.584 2.623 -6.028 0.304
H -0.639 3.033 -3.156 0.113
H -5.910 3.809 4.382 0.424
```

HOMO energy = -3.40 eV
Total charge = -1
Spin multiplicity = 1
Relative energy (zero: lowest compared OMol25 entry of this formula, charge and spin) = 17.4 kcal/mol


Record 4
Density functional theory data (wB97M-V/def2-TZVPD) for C47H54Cl2HfN4O5 as an isolated structure in a non-equilibrium geometry.

```
113
Properties=species:S:1:pos:R:3:mulliken_charge:R:1
Hf 0.533 -0.210 -0.757 1.589
Cl -5.358 4.906 6.633 -0.223
Cl -0.325 3.126 6.528 -0.165
O 0.712 1.635 -1.802 -0.810
O 1.823 3.600 -1.924 -0.712
O -1.977 4.372 1.570 -0.550
O 2.032 0.656 0.161 -0.316
O -0.675 3.563 3.607 -0.614
N 1.689 -2.082 -0.005 -0.969
N -1.448 -0.300 -1.616 -0.780
N -0.508 -0.584 1.078 0.165
N 0.944 -1.256 -2.633 -0.669
C -1.136 -0.637 5.823 -1.259
C 2.274 -1.633 -2.850 0.005
C 3.897 -4.318 3.386 -1.105
C 1.913 -2.187 1.333 0.207
C 2.058 2.936 1.167 -1.717
C -1.782 3.586 5.729 0.032
C -3.610 -0.079 3.167 -0.248
C -3.043 3.756 3.647 0.921
C 1.300 -0.070 -6.157 -1.156
C 3.156 -2.218 -1.904 -0.725
C -3.519 0.674 -1.886 0.448
C -4.731 -0.542 2.242 -1.165
C 0.430 -0.799 -3.843 -0.229
C 5.386 -4.796 -0.450 -1.096
C 2.615 -1.274 -4.221 0.119
C -2.587 0.590 0.438 -0.837
C -0.928 -0.520 -4.010 -0.770
C -1.835 -0.146 1.372 0.317
C 3.898 2.077 -0.282 -1.616
C -3.136 0.258 -3.138 -0.157
C -1.825 3.575 4.306 0.144
C -2.210 -0.415 2.726 0.771
C 1.605 2.549 -1.323 -0.188
C 4.976 -0.555 -3.952 -1.119
C 3.268 -2.569 1.672 -0.184
C -1.827 -0.259 -2.940 0.991
C -4.229 3.888 4.387 -0.552
C -4.633 2.861 -1.068 -1.122
C -4.791 1.410 -1.499 -0.704
C 3.988 -1.321 -4.787 -0.612
C 5.278 -3.411 0.144 -1.080
C -4.295 -0.886 -5.199 -1.114
C 0.540 -0.812 -7.269 -1.154
C 3.867 -2.823 0.443 0.210
C -2.979 4.362 2.331 -0.263
C -2.509 0.303 -0.925 0.045
C -2.908 3.971 6.447 -0.651
C 0.950 -2.156 2.315 -0.967
C -1.167 -1.153 3.264 0.113
C 2.400 2.038 -0.068 2.016
C -0.967 -1.647 4.673 -0.613
C -0.218 -1.375 2.181 0.535
C -4.137 4.089 5.766 0.232
C 1.431 -0.725 -4.796 0.819
C 2.886 -2.434 -0.579 1.172
C -3.809 0.394 -4.509 -0.747
C 3.849 -2.879 3.040 -1.213
H 4.663 -4.871 -1.288 0.263
H -5.283 0.803 -0.705 0.194
H -5.464 1.335 -2.351 0.571
H 2.227 0.362 -6.565 0.529
H -1.666 -2.455 4.849 0.451
H -1.384 -0.506 -5.007 0.171
H -3.885 4.859 1.972 0.384
H -2.860 4.077 7.486 0.497
H 5.837 -2.717 -0.513 0.430
H -2.149 -0.273 5.875 0.289
H -3.245 1.393 0.779 0.747
H 4.148 -2.560 -2.281 0.723
H 2.751 3.779 1.231 0.482
H 0.501 -0.225 -8.209 0.367
H -3.609 3.214 -0.885 0.252
H 1.065 3.372 1.087 0.204
H -3.400 -1.591 -5.318 0.216
H 4.340 3.037 -0.414 0.476
H 5.125 -0.976 -2.971 0.287
H -0.841 -1.085 6.800 0.395
H 6.385 -4.972 -0.868 0.364
H -5.222 4.128 3.956 0.402
H 4.369 -2.356 -4.710 0.300
H -5.190 2.991 -0.129 0.187
H -3.064 0.853 -5.173 0.378
H 5.956 -0.512 -4.388 0.457
H 0.805 0.886 -5.903 0.426
H 5.751 -3.448 1.123 0.380
H 4.832 -2.430 3.104 0.542
H 1.063 -1.756 -7.554 0.289
H -4.632 1.075 -4.428 0.478
H 5.234 -5.631 0.280 0.266
H 4.611 -4.917 2.823 0.268
H 4.119 1.509 -1.218 0.111
H 2.865 -4.685 3.240 0.304
H -5.014 3.548 -1.869 0.391
H -0.905 3.799 2.650 0.419
H -5.094 -1.425 -4.722 0.336
H 4.152 -4.414 4.461 0.366
H 0.031 -2.096 4.678 0.089
H 3.225 -2.313 3.766 0.471
H 2.107 2.301 2.043 0.322
H -0.475 -1.197 -7.046 0.257
H -4.942 0.081 1.372 0.145
H -5.668 -0.749 2.745 0.485
H -3.728 -0.515 4.204 0.366
H -3.610 0.964 3.405 -0.163
H 1.048 -2.717 3.260 0.646
H -4.681 -0.694 -6.194 0.380
H -0.485 0.182 5.604 0.344
H -4.321 -1.469 1.820 0.338
H 4.621 0.454 -3.754 0.281
H 3.968 -1.073 -5.862 0.431
H 4.419 1.521 0.530 0.336
```

HOMO energy = -6.79 eV
Spin multiplicity = 1